No. 1
A molecular structure, C33H31AlBF6GeINO8S2, computed with ωB97M-V/def2-TZVPD.

Results
M = 985.04 u
Net charge = -1
E_tot = -162468.61136 eV
Orbital gap = 8.2 eV

Cartesian coordinates (Å):
Al 1.58986 -0.69303 -2.41092
F 5.13188 -0.08612 -0.71805
C 5.69588 -0.02678 -1.91110
F 6.59041 0.96434 -1.91465
F 6.35635 -1.16878 -2.11599
S 4.50786 0.27419 -3.32946
O 3.36869 -0.62071 -3.06387
O 5.29615 -0.07257 -4.46178
N 4.19083 1.79490 -3.24864
S 2.69460 2.29313 -3.11292
O 1.66245 1.25345 -3.01243
O 2.46109 3.59228 -2.58171
C 2.47365 2.58406 -4.96202
F 3.39560 3.39350 -5.49374
F 2.58377 1.39509 -5.58131
F 1.27456 3.08841 -5.27535
C -7.04516 -0.61915 -4.17002
C -6.24989 0.58263 -3.63674
C -6.99198 1.20167 -2.44344
C -6.18236 1.63913 -4.74187
C -4.86905 0.09222 -3.20357
C -4.78109 -0.82338 -2.15200
C -3.57659 -1.35385 -1.70761
C -2.43095 -0.93645 -2.35036
O -1.12883 -1.26688 -2.14923
B -0.36292 -0.56147 -3.09990
O -1.24244 0.20599 -3.86976
C -2.50015 -0.02787 -3.40432
C -3.69878 0.49583 -3.84646
H -8.02722 -0.30033 -4.52469
H -7.18796 -1.37034 -3.39467
H -6.51118 -1.08301 -4.99951
H -7.96476 1.57782 -2.76525
H -6.41992 2.03315 -2.03168
H -7.15755 0.47423 -1.65075
H -7.19425 1.94749 -5.00751
H -5.70755 1.24415 -5.63957
H -5.63785 2.52235 -4.40766
H -5.68406 -1.14549 -1.65048
H -3.54490 -2.06477 -0.89440
H -3.69950 1.19898 -4.66642
I 1.93967 -3.16961 -1.78998
O 3.00197 1.61753 -0.48303
C 1.94367 1.06930 -0.18299
O 1.57048 -0.05392 -0.68848
C 0.99296 1.71587 0.79236
C 1.59641 1.73105 2.19775
Ge 1.58819 -0.05182 3.10215
C -0.12248 -0.95963 2.73018
C -0.16332 -2.28552 2.30996
C -1.37590 -2.91075 2.05926
C -2.56407 -2.21725 2.22904
C -2.53679 -0.89412 2.64669
C -1.32338 -0.27208 2.89435
C 3.11480 -1.24630 2.76124
C 3.26185 -1.87183 1.52561
C 4.31611 -2.74139 1.29384
C 5.24135 -2.99019 2.29583
C 5.10331 -2.37568 3.53245
C 4.04301 -1.51362 3.76531
C 1.63061 0.46007 5.01995
C 0.64001 0.08639 5.92277
C 0.67836 0.52013 7.24070
C 1.71614 1.32988 7.67616
C 2.71850 1.70099 6.79138
C 2.67015 1.27087 5.47469
H 0.05026 1.16735 0.78090
H 0.84146 2.73759 0.43300
H 1.02387 2.41262 2.83032
H 2.61572 2.11578 2.14234
H 0.76094 -2.83325 2.17356
H -1.39003 -3.93936 1.72386
H -3.51092 -2.70448 2.03396
H -3.46326 -0.34858 2.77400
H -1.30673 0.76195 3.22374
H 2.54721 -1.68429 0.73447
H 4.40462 -3.22647 0.33074
H 6.06751 -3.66678 2.11848
H 5.81938 -2.57246 4.32071
H 3.93094 -1.04712 4.73708
H -0.17163 -0.54786 5.58455
H -0.10542 0.22911 7.92884
H 1.74438 1.67136 8.70304
H 3.53288 2.32977 7.12845
H 3.45050 1.56873 4.78251

Atomic forces in eV per Å
0.5 0.6 0.7
-0.2 0.0 -0.3
0.2 0.0 0.4
-0.1 0.1 -0.1
-0.2 0.0 -0.2
0.8 -0.6 0.4
0.3 0.0 -0.1
-0.1 0.1 -0.1
-0.5 0.0 1.0
-0.8 0.9 -3.4
0.5 0.6 0.9
0.5 -0.4 0.8
-0.1 -0.1 -0.3
0.0 0.0 0.3
0.0 0.0 0.1
0.1 0.0 0.4
0.0 0.1 0.0
-0.1 0.0 0.0
0.0 0.0 -0.1
0.0 -0.1 0.1
0.0 0.0 0.1
0.0 0.0 0.0
0.2 0.0 0.0
-0.2 0.4 -0.4
-0.3 -0.3 0.1
-0.5 -0.4 0.5
0.4 0.2 -0.4
-0.3 -0.4 0.4
0.2 0.1 -0.1
-0.1 0.0 0.0
0.0 -0.1 0.0
0.0 0.0 0.0
-0.1 0.0 0.0
0.0 0.0 0.0
0.0 0.0 0.1
0.0 0.0 0.0
0.0 0.0 -0.1
0.1 0.0 0.0
-0.1 0.0 0.0
0.1 0.0 0.0
0.0 0.0 0.0
-0.1 -0.5 -0.1
-0.3 0.1 0.1
0.6 0.5 -0.3
-0.5 -0.8 -0.6
0.1 -0.2 0.1
0.0 -0.3 0.0
-0.1 0.3 0.3
0.4 0.1 0.1
0.1 0.0 0.0
0.0 -0.1 0.0
0.0 0.0 0.0
-0.1 0.0 0.0
0.1 0.0 0.0
-0.3 0.2 0.0
-0.1 0.1 0.0
0.1 -0.1 0.0
0.0 0.0 0.0
0.1 0.0 0.0
-0.1 0.1 0.0
0.0 -0.2 -0.4
0.0 0.0 -0.1
0.0 0.0 0.1
0.0 0.0 0.0
0.0 0.0 0.0
0.0 0.0 -0.1
0.0 0.1 -0.1
-0.1 0.0 0.0
0.0 -0.1 0.1
0.0 0.0 0.1
0.0 0.0 0.0
0.0 0.0 0.0
0.0 0.0 0.0
0.0 0.0 0.0
-0.1 0.0 0.0
0.0 0.0 0.0
0.0 0.0 0.0
0.0 0.0 0.0
0.0 0.0 0.0
0.0 0.0 0.0
0.0 0.0 0.0
0.0 0.0 0.0
0.0 0.0 0.0
0.0 0.0 0.0
0.0 0.1 0.0

---

No. 2
A molecular structure, C33H31AsN10O6SZn, computed with ωB97M-V/def2-TZVPD.

Results
M = 836.05 u
E_tot = -182006.53159 eV
Orbital gap = 9.0 eV

Cartesian coordinates (Å):
Zn 0.26874 0.58130 0.04781
C -0.42411 -1.28945 2.92506
N -0.32930 -1.88656 1.63014
C -1.48883 -2.27418 0.89486
C -2.21156 -1.23856 0.06046
N -1.73713 -0.11643 -0.40772
C -2.75959 0.46133 -1.15689
C -2.79944 1.66365 -1.85914
C -3.96862 1.97376 -2.52764
C -5.07856 1.11732 -2.50156
C -5.05415 -0.07417 -1.80136
C -3.87525 -0.37921 -1.13331
N -3.49418 -1.45187 -0.34508
C -0.56520 0.20895 2.97042
N -0.54983 1.02227 1.94993
C -0.65126 2.30907 2.47050
C -0.66618 3.53857 1.82378
C -0.77110 4.66983 2.60916
C -0.85676 4.58330 4.00579
C -0.84178 3.36476 4.65847
C -0.73701 2.23432 3.85992
N -0.69156 0.87811 4.14559
H 0.48108 -1.52759 3.48913
H -1.26918 -1.72810 3.46842
H 0.51100 -1.69844 1.09323
H -2.22713 -2.69963 1.58486
H -1.21619 -3.08057 0.20563
H -1.94303 2.32312 -1.87667
H -4.03203 2.90262 -3.07955
H -5.97583 1.39766 -3.03705
H -5.91320 -0.73151 -1.77777
H -4.05335 -2.25169 -0.10600
H -0.58669 3.60222 0.74554
H -0.77943 5.64524 2.14141
H -0.93025 5.49305 4.58650
H -0.89957 3.30237 5.73693
H -0.63315 0.45913 5.05690
O 3.17709 -2.84473 -0.94141
As 2.71971 -1.17426 -1.27397
O 2.79688 -0.91195 -2.88378
O 1.19159 -1.06491 -0.57486
C 4.19273 -0.20876 -0.44704
C 5.34365 -0.31601 -1.22390
C 6.54366 0.23494 -0.79749
C 6.60549 0.90451 0.41319
C 5.46242 1.03361 1.18869
C 4.26529 0.48120 0.76117
S 2.82210 0.76495 1.76109
O 2.25285 -0.54324 2.05552
O 3.23262 1.53520 2.90551
O 1.94949 1.54386 0.83532
H 2.98329 -3.04529 -0.01656
H 5.29222 -0.82928 -2.17603
H 7.42595 0.13856 -1.41685
H 7.53773 1.33608 0.75377
H 5.47653 1.56998 2.12715
C -0.08155 -0.11173 -3.34207
C 0.60743 1.13453 -2.91308
N 0.57299 1.68767 -1.71117
C 1.37901 2.81043 -1.76012
C 1.89781 2.93315 -3.00235
N 1.39528 1.86990 -3.72615
C 1.78184 1.52521 -5.07322
N 1.39509 2.55739 -6.00139
N 2.34091 3.27728 -6.64781
N 1.78233 4.16210 -7.37833
C 0.41654 4.06309 -7.21180
C -0.62554 4.80634 -7.77422
C -1.90537 4.47715 -7.39669
C -2.15677 3.43549 -6.47773
C -1.14246 2.69454 -5.91694
C 0.15638 3.03007 -6.31375
H -0.55171 -0.57229 -2.48100
H 0.65636 -0.81530 -3.72611
H -0.84494 0.08931 -4.09712
H 1.55905 3.41001 -0.88577
H 2.56783 3.65154 -3.44127
H 1.31887 0.57653 -5.33129
H 2.86201 1.41952 -5.14388
H -0.41997 5.60523 -8.47323
H -2.74372 5.02505 -7.80550
H -3.18108 3.21418 -6.20635
H -1.34857 1.90640 -5.20620

Atomic forces in eV per Å
0.0 0.0 -0.1
0.0 0.0 0.0
-0.1 0.0 0.0
0.0 0.0 0.0
-0.1 0.0 0.0
0.0 -0.1 0.0
0.0 0.0 0.0
0.0 0.0 0.0
0.0 0.0 0.0
0.0 0.0 0.0
0.0 0.0 0.0
0.0 0.0 0.0
0.0 0.0 0.0
0.0 0.0 0.0
0.1 0.1 0.0
0.0 0.0 0.0
0.0 0.0 0.0
0.0 0.0 0.0
0.0 0.0 0.0
0.0 0.0 0.0
0.0 0.0 0.0
0.0 0.0 0.0
0.0 0.0 0.0
0.0 0.0 0.0
0.0 -0.1 0.0
0.0 0.0 0.0
0.0 0.0 0.0
0.0 0.0 0.0
0.0 0.0 0.0
0.0 0.0 0.0
0.0 0.0 0.0
0.0 0.0 0.0
0.0 0.0 0.0
0.0 0.0 0.0
0.0 0.0 0.0
0.0 0.0 0.0
0.0 0.0 0.0
0.0 0.0 0.0
0.0 0.0 0.0
0.0 0.0 0.0
0.0 0.1 0.0
0.1 0.0 0.0
0.0 0.0 0.0
0.0 0.0 0.0
0.0 0.0 0.0
0.0 0.0 0.0
0.0 0.0 0.0
0.0 0.1 -0.1
0.1 0.0 0.0
0.0 0.0 0.0
0.1 -0.1 0.1
0.0 0.0 0.0
0.0 0.0 0.0
0.0 0.0 0.0
0.0 0.0 0.0
0.0 0.0 0.0
0.0 0.0 0.0
0.0 0.0 0.0
0.0 0.0 0.1
0.0 0.0 0.0
0.0 0.0 0.0
0.0 0.0 0.0
0.0 0.0 0.0
0.0 0.0 0.0
0.0 0.0 -0.1
0.0 0.0 0.0
0.0 0.0 0.0
0.0 0.0 0.0
0.0 0.0 0.0
0.0 0.0 0.0
0.0 0.0 0.0
0.0 0.0 0.0
0.0 0.0 0.0
0.0 0.0 0.0
0.0 0.0 0.0
0.0 0.0 0.0
0.0 0.0 0.0
0.0 0.0 0.0
0.0 0.0 0.0
0.0 0.0 0.0
0.0 0.0 0.0
0.0 0.0 0.0
0.0 0.0 0.0

---

No. 3
5 unconnected molecules or ions with the total composition C33H31Br3F4NO2, computed with ωB97M-V/def2-TZVPD.

Results
M = 789.32 u
Net charge = +1
E_tot = -261299.00812 eV
Orbital gap = 6.3 eV

Cartesian coordinates (Å):
C 1.92367 1.20605 3.13345
C 0.56999 1.22072 2.47348
Br -0.73097 2.25994 3.30535
C 0.30255 0.55447 1.34209
Br -1.37474 0.54598 0.50060
N 1.31360 -0.25601 0.71892
C 1.98727 0.02106 -0.35095
C 1.89283 1.25022 -1.17514
C 1.14219 1.04802 -2.48723
O 1.53434 1.56463 -3.48416
O 0.04212 0.26412 -2.43956
C 2.94233 -1.06927 -0.69378
C 2.50039 -2.22901 0.21136
Br 1.31923 -3.40073 -0.80435
C 1.74742 -1.53474 1.32344
H 1.92682 1.90907 3.96025
H 2.15794 0.21515 3.51531
H 2.70536 1.53287 2.44560
H 2.89845 1.55320 -1.45952
H 1.43321 2.05106 -0.59240
H -0.71677 0.83831 -2.62996
H 3.98808 -0.77252 -0.62262
H 2.71439 -1.30320 -1.73847
H 3.30252 -2.86715 0.55574
H 0.98249 -2.09408 1.84685
H 2.50080 -1.25073 2.06486
F -2.59729 3.76680 5.15178
C -2.31875 4.16365 6.42084
C -1.41807 3.43011 7.16373
C -1.13602 3.84289 8.45816
C -1.75777 4.96605 8.98461
C -2.66303 5.68287 8.21428
C -2.94848 5.28480 6.91645
H -0.95157 2.55274 6.73543
H -0.42940 3.28404 9.05635
H -1.53756 5.28189 9.99484
H -3.15157 6.55599 8.62406
H -3.64592 5.83129 6.29638
F 1.60736 -3.88916 3.09824
C 0.57960 -4.39019 3.84265
C 0.70223 -5.65765 4.36717
C -0.34468 -6.16086 5.12527
C -1.48622 -5.39995 5.33770
C -1.58335 -4.12747 4.79427
C -0.53979 -3.60998 4.04019
H 1.59809 -6.23502 4.18367
H -0.26691 -7.15149 5.55094
H -2.29962 -5.79939 5.92695
H -2.47281 -3.53429 4.95579
H -0.59523 -2.61556 3.61431
F -0.05362 5.53265 -7.94557
C 0.12524 4.20560 -7.79938
C 0.29468 3.69215 -6.52935
C 0.47667 2.32420 -6.37994
C 0.49106 1.49752 -7.49605
C 0.32158 2.03864 -8.76322
C 0.13293 3.40387 -8.92259
H 0.28557 4.35970 -5.67760
H 0.60719 1.90490 -5.38993
H 0.63353 0.43128 -7.37700
H 0.33591 1.39694 -9.63371
H -0.00758 3.84613 -9.89937
F -2.68722 -3.72240 -7.33118
C -1.96753 -3.19293 -6.32889
C -0.85005 -3.86811 -5.87938
C -0.10943 -3.31287 -4.84700
C -0.49261 -2.10612 -4.27503
C -1.62292 -1.45148 -4.74526
C -2.36896 -1.99045 -5.78235
H -0.57239 -4.80882 -6.33478
H 0.77322 -3.82642 -4.48865
H 0.08727 -1.68019 -3.47113
H -1.93354 -0.51138 -4.30798
H -3.24771 -1.49193 -6.16786

Atomic forces in eV per Å
-0.1 0.3 0.0
0.3 -0.2 -0.4
-0.1 0.0 0.1
-0.2 0.4 0.2
0.1 -0.2 0.0
-0.1 0.0 -0.4
0.2 0.0 0.3
0.0 -0.3 0.6
0.3 0.3 -0.6
0.1 0.1 0.2
-0.1 0.5 0.9
-0.9 -0.3 -0.4
-0.3 -0.2 -0.5
-0.1 0.0 0.1
1.1 0.1 0.6
0.0 -0.1 0.1
0.1 0.0 0.1
0.0 -0.1 -0.1
0.1 0.0 0.1
-0.2 0.1 -0.2
-0.1 -0.4 -0.4
0.0 0.1 0.1
0.5 -0.1 -0.1
0.1 0.1 0.2
-0.3 0.1 -0.4
-0.1 -0.1 0.2
0.0 0.0 0.0
0.0 0.0 0.1
0.1 -0.1 -0.1
0.0 0.1 0.0
0.0 0.0 0.0
0.1 -0.1 0.0
-0.1 0.1 -0.1
0.0 0.0 0.0
0.0 0.0 0.0
0.0 0.0 0.0
0.0 0.0 0.0
0.0 0.0 0.0
0.0 0.0 0.0
-0.1 -0.1 0.1
0.1 -0.1 0.0
-0.1 0.1 0.0
0.0 0.0 0.0
0.0 -0.1 0.0
0.0 0.1 -0.1
0.0 0.0 0.0
0.0 0.0 0.0
0.0 0.0 0.0
0.0 0.0 0.0
0.0 0.0 0.0
0.0 0.0 0.0
0.0 -0.1 0.0
0.0 0.0 0.1
-0.1 -0.1 -0.1
0.0 0.0 0.0
0.0 0.0 0.1
0.0 0.0 -0.1
0.0 0.0 0.0
0.0 0.1 -0.2
0.0 0.0 0.0
0.0 0.0 0.0
0.0 0.0 0.0
0.0 0.0 0.0
0.1 0.0 0.1
0.1 -0.1 0.0
-0.1 0.1 0.0
0.0 -0.2 -0.1
0.1 -0.1 0.0
-0.1 0.1 0.0
0.0 0.0 0.0
0.0 0.0 0.0
0.0 -0.1 -0.1
0.0 0.0 0.0
0.0 0.0 0.0

---

Q: Among the records above, which one has the highest M?
A: C33H31AlBF6GeINO8S2

---

Q: The highest orbital gap belongs to which entry?
A: C33H31AsN10O6SZn

---

Q: Among the records above, which one has the highest M?
A: C33H31AlBF6GeINO8S2

---

Q: Among the records above, which one has the highest E_tot?
A: C33H31AlBF6GeINO8S2